1.
{"formula": "C5H11O2", "method": "ωB97M-V with the def2-TZVPD basis set", "largest_force_ev_per_a": 4.2, "e_above_lowest_kcal_mol": 27.2, "homo_lumo_gap_ha": 0.282, "mol_weight_da": 103.14, "total_charge": -1, "e_homo_ev": -3.81, "symbols": ["C", "C", "H", "H", "H", "H", "H", "H", "C", "C", "C", "O", "O", "H", "H", "H", "H", "H"], "coordinates": [[0.556, 1.332, -1.520], [0.645, 0.015, -2.353], [-0.334, 1.466, -1.046], [1.408, 1.334, -0.842], [0.433, 2.197, -2.282], [0.728, -0.867, -1.805], [1.571, 0.027, -3.044], [-0.171, -0.178, -3.043], [-0.577, -0.242, 1.101], [-1.198, 0.037, 2.419], [0.434, -1.515, 1.104], [0.535, -2.285, 0.107], [1.117, -1.550, 2.156], [-1.225, -0.439, 0.262], [0.065, 0.489, 0.661], [-0.406, 0.436, 3.003], [-1.594, -0.998, 2.699], [-1.987, 0.741, 2.421]], "atomic_forces_ev_per_a": [[1.5, -0.1, -3.9], [1.3, 1.5, -1.9], [-2.4, -0.3, 1.9], [-0.1, 0.7, -0.1], [1.2, -0.9, 1.2], [0.2, -1.3, 1.5], [-1.2, 0.2, 1.1], [-0.5, 0.4, 0.0], [1.2, -2.1, -2.3], [-0.2, -2.3, -0.4], [0.3, 0.3, 0.5], [-0.7, 1.0, 0.5], [-0.1, -0.2, -0.1], [-1.0, -0.2, -0.1], [0.4, 1.0, 0.5], [0.5, -0.2, 1.3], [0.5, 1.6, 0.6], [-1.1, 0.8, -0.3]]}

---

2.
{"formula": "C5H11O2", "method": "ωB97M-V with the def2-TZVPD basis set", "largest_force_ev_per_a": 5.8, "e_above_lowest_kcal_mol": 41.9, "homo_lumo_gap_ha": 0.242, "mol_weight_da": 103.14, "total_charge": -1, "e_homo_ev": -3.16, "symbols": ["C", "C", "C", "H", "H", "H", "H", "H", "H", "H", "H", "C", "C", "O", "O", "H", "H", "H"], "coordinates": [[0.493, 1.941, -1.111], [1.345, 0.962, -0.168], [-0.933, 1.768, -0.943], [0.764, 2.991, -0.871], [0.995, 1.834, -2.090], [0.803, 0.572, 0.734], [-1.281, 1.692, 0.075], [-1.602, 2.638, -1.410], [2.264, 1.480, -0.084], [1.874, 0.115, -0.751], [-1.418, 0.882, -1.525], [-0.164, -2.354, 0.630], [-0.934, -2.350, 1.909], [-0.578, -1.725, 2.913], [-2.006, -2.947, 1.956], [-0.672, -2.605, -0.311], [0.458, -3.309, 0.680], [0.592, -1.586, 0.367]], "atomic_forces_ev_per_a": [[3.4, -0.2, 0.9], [-0.1, -0.8, -2.0], [-5.0, 0.0, -3.1], [-0.1, -0.5, 0.4], [-1.1, -0.2, -0.1], [0.9, 0.6, -0.7], [0.2, -0.1, 0.4], [1.6, -1.3, 0.9], [0.9, 1.0, 1.6], [-1.9, 0.5, 0.6], [1.2, 1.0, 1.2], [2.6, -1.9, -1.9], [-1.7, 1.1, 1.3], [2.7, 1.6, 0.7], [-1.9, -2.2, -1.7], [-0.8, 0.5, 0.5], [-0.3, 0.9, 0.2], [-0.7, -0.1, 0.8]]}

---

3.
{"formula": "C5H11O2", "method": "ωB97M-V with the def2-TZVPD basis set", "largest_force_ev_per_a": 2.1, "e_above_lowest_kcal_mol": 11.9, "homo_lumo_gap_ha": 0.283, "mol_weight_da": 103.14, "total_charge": -1, "e_homo_ev": -3.85, "symbols": ["C", "C", "H", "H", "H", "H", "H", "H", "C", "C", "C", "O", "O", "H", "H", "H", "H", "H"], "coordinates": [[-0.866, -2.220, -1.076], [-1.294, -0.800, -1.547], [0.155, -2.442, -1.376], [-1.057, -2.335, -0.021], [-1.515, -2.930, -1.596], [-0.404, -0.190, -1.674], [-1.936, -0.788, -2.415], [-1.639, -0.276, -0.649], [0.647, 0.866, 0.545], [1.874, 1.738, 0.834], [-0.279, 0.817, 1.803], [0.252, 0.392, 2.850], [-1.442, 1.257, 1.627], [0.098, 1.310, -0.282], [0.862, -0.178, 0.302], [2.531, 1.159, 1.457], [1.606, 2.676, 1.315], [2.408, 1.945, -0.098]], "atomic_forces_ev_per_a": [[-0.9, 0.4, -1.3], [1.3, 0.0, 1.7], [0.1, -0.1, 0.3], [0.4, -0.1, 0.3], [0.1, -0.3, 0.1], [0.2, -0.1, -0.9], [-0.2, 0.2, 0.0], [-1.0, 0.0, -0.4], [-0.5, 0.6, 0.5], [-0.1, -0.9, -0.7], [-0.1, 0.4, -0.4], [0.0, -0.1, 0.1], [0.0, -0.2, 0.1], [-0.2, 0.0, 0.0], [0.5, 0.1, -0.1], [0.4, 0.1, 0.6], [-0.1, 0.0, 0.1], [0.1, 0.2, 0.0]]}

---

4.
{"formula": "C5H11O2", "method": "ωB97M-V with the def2-TZVPD basis set", "largest_force_ev_per_a": 1.4, "e_above_lowest_kcal_mol": 9.4, "homo_lumo_gap_ha": 0.295, "mol_weight_da": 103.14, "total_charge": -1, "e_homo_ev": -3.98, "symbols": ["C", "C", "H", "H", "H", "H", "H", "H", "C", "C", "C", "O", "O", "H", "H", "H", "H", "H"], "coordinates": [[-1.066, -0.320, -2.643], [0.167, -1.133, -2.266], [-1.156, 0.570, -2.022], [-1.004, 0.077, -3.662], [-1.993, -0.866, -2.453], [0.229, -1.193, -1.169], [1.080, -0.562, -2.459], [0.089, -2.144, -2.663], [0.930, 0.545, 2.194], [-0.145, 1.627, 2.022], [0.490, -0.853, 1.654], [-0.426, -0.833, 0.802], [1.105, -1.844, 2.097], [1.819, 0.849, 1.638], [1.198, 0.465, 3.243], [-0.632, 1.985, 2.922], [-0.916, 1.223, 1.406], [0.229, 2.406, 1.359]], "atomic_forces_ev_per_a": [[0.1, 0.5, 0.2], [-0.2, 0.6, 1.2], [0.2, 0.1, 0.3], [-0.3, -0.4, -0.1], [0.1, -0.1, -0.4], [-0.5, -0.4, -0.2], [0.1, -0.5, -0.8], [0.6, 0.1, -0.3], [-0.5, 0.2, 0.2], [0.4, -0.1, -0.8], [0.1, 0.0, 0.1], [-0.2, -0.1, -0.1], [0.1, 0.1, 0.1], [0.1, -0.2, 0.1], [0.3, -0.2, 0.1], [0.3, 0.3, 0.3], [-0.8, -0.7, -0.3], [0.1, 0.7, 0.5]]}